[1]
# C6H3F2I2NO2

C6H3F2I2NO2 in the gas phase at a distorted geometry (ωB97M-V/def2-TZVPD, the Open Molecules 2025 dataset).

Properties
- energy (eV) = -33486.8690
- energy relative to the best compared isomer or geometry (same formula, charge and spin) (kcal/mol) = 27.6
- HOMO-LUMO gap (eV) = 8.8
- multiplicity = 1
- maximum force (eV/Å) = 4.727

Each line ends with the Löwdin charge.
CARTESIAN COORDINATES (ANGSTROEM)
O (-1.3151, -1.4610, -1.7180)  0.06
N (-0.3405, -1.7267, -1.1003)  -0.35
O (0.4914, -2.5424, -1.3983)  0.11
C (-0.0912, -1.0069, 0.2695)  -0.38
F (-0.1329, -2.0082, 1.1801)  0.06
C (1.2309, -0.3461, 0.1786)  -0.11
C (1.3444, 1.0825, -0.0239)  -0.10
C (0.1933, 1.7841, 0.1377)  -0.54
I (0.3966, 3.9649, 0.1338)  0.84
C (-1.1117, 1.2598, 0.3297)  -0.43
F (-2.0551, 2.2042, 0.3078)  0.01
C (-1.3590, -0.0150, 0.4676)  -0.52
I (-3.1365, -1.0747, 0.7991)  1.01
H (1.7679, -0.8544, -0.5219)  0.10
H (1.7160, -0.5578, 1.0561)  0.13
H (2.4015, 1.2977, -0.0976)  0.13

Atoms 1-3, force components in eV/Å:
O -1.2 0.6 -1.1
N 0.7 -0.4 1.1
O 0.6 -0.5 -0.1

=====

[2]
# C24H16N2O6

C24H16N2O6 in the gas phase at a distorted geometry (ωB97M-V/def2-TZVPD, the Open Molecules 2025 dataset).

Properties
- energy (eV) = -40410.8806
- energy relative to the best compared isomer or geometry (same formula, charge and spin) (kcal/mol) = 51.3
- HOMO-LUMO gap (eV) = 6.8
- multiplicity = 1
- maximum force (eV/Å) = 5.583

Each line ends with the Löwdin charge.
CARTESIAN COORDINATES (ANGSTROEM)
C (-4.1060, -2.7675, 6.7131)  -0.03
C (-3.6176, -2.0606, 5.4468)  -0.22
C (-4.4193, -1.0475, 4.9420)  0.03
C (-4.0327, -0.3699, 3.7898)  -0.19
O (-4.7673, 0.6708, 3.3293)  0.09
C (-2.7548, -0.7018, 3.1809)  -0.03
C (-1.9122, -1.7124, 3.6419)  -0.07
C (-2.4405, -2.4515, 4.7480)  0.04
C (-0.4657, -1.8049, 3.2428)  -0.22
O (0.3397, -2.5161, 3.8844)  0.08
C (-0.0913, -0.9454, 2.0221)  -0.04
C (1.0980, -1.2888, 1.2372)  0.11
C (1.4460, -0.5124, 0.1391)  -0.25
C (0.6260, 0.4098, -0.3448)  -0.04
C (-0.6094, 0.6343, 0.2577)  -0.16
O (-1.4928, 1.3137, -0.5250)  0.09
C (-0.9719, -0.0189, 1.4753)  -0.03
C (-2.2660, 0.2494, 2.2001)  -0.17
O (-3.0088, 1.0861, 1.5975)  0.02
C (1.0530, 1.1336, -1.6538)  -0.04
N (2.0705, 0.4763, -2.4733)  -0.06
C (2.3879, 1.0845, -3.6912)  -0.24
C (1.3546, 1.2211, -4.6031)  -0.01
C (1.5924, 1.7409, -5.9329)  0.03
C (2.8920, 1.9975, -6.2926)  -0.26
O (3.3920, 2.4159, -7.4573)  0.07
C (4.7655, 2.4186, -7.3135)  -0.10
N (5.1635, 2.1161, -6.0788)  0.14
C (3.9897, 1.7778, -5.4276)  -0.26
C (3.6829, 1.3807, -4.1909)  0.04
C (3.0862, -0.1379, -1.6140)  -0.14
O (2.6761, -0.6792, -0.3837)  0.03
H (-5.0176, -2.2356, 7.0679)  0.09
H (-4.5190, -3.7156, 6.4349)  0.07
H (-3.3617, -2.9122, 7.4686)  0.07
H (-5.3228, -0.8283, 5.4333)  0.11
H (-4.2611, 1.0893, 2.6091)  0.05
H (-1.8039, -3.3160, 5.1582)  0.15
H (1.7497, -2.0500, 1.6558)  0.13
H (-2.2677, 1.3161, 0.0894)  0.08
H (1.3396, 2.0784, -1.3846)  0.11
H (0.1622, 1.2405, -2.2646)  0.12
H (0.3671, 0.6958, -4.4041)  0.14
H (0.8498, 1.8533, -6.7383)  0.12
H (5.4624, 2.9160, -8.0253)  0.15
H (4.5457, 1.1633, -3.4961)  0.14
H (3.8384, 0.5750, -1.3414)  0.12
H (3.5791, -0.9823, -2.1283)  0.15

Atoms 1-3, force components in eV/Å:
C -1.1 0.9 -1.2
C 0.5 -0.7 -0.5
C 1.1 -0.4 -0.9